Formula: C14H19BClF3N3O7
Source: OMol25
Level of theory: ωB97M-V/def2-TZVPD

```
48
C14H19BClF3N3O7 (ωB97M-V/def2-TZVPD)
C 4.052 0.771 1.370
C 2.597 1.201 0.743
C 1.497 0.677 1.779
Cl 1.617 -1.170 1.789
C -0.026 1.201 1.466
C -0.036 2.798 1.143
O 0.468 3.455 2.374
N 0.216 4.804 2.193
O -0.804 5.033 2.786
C -0.750 1.116 2.930
O -0.362 0.308 3.845
O -1.879 1.889 3.231
N -0.588 0.342 0.439
C -1.597 -0.647 0.823
C -3.098 -0.129 1.029
O -3.579 -0.646 2.307
C -4.175 -0.571 -0.056
F -4.497 0.446 -1.019
F -3.944 -1.800 -0.714
F -5.419 -0.759 0.655
B -0.546 0.752 -0.958
O 0.524 1.446 -1.661
O -1.688 0.376 -1.815
H 4.671 1.732 1.533
H 3.892 0.340 2.428
H 4.589 -0.014 0.745
H 2.656 2.342 0.641
H 2.565 0.667 -0.280
H 1.852 1.016 2.825
H -1.111 3.144 0.955
H 0.698 3.097 0.325
H -1.592 -1.459 -0.005
H -1.322 -1.244 1.776
H -3.089 1.029 1.051
H -3.024 -0.289 3.038
H 0.099 2.220 -2.100
H -1.530 -0.504 -2.240
N -0.124 -2.173 -2.685
C 0.833 -2.609 -1.848
C 1.949 -3.320 -2.256
C 2.089 -3.604 -3.606
C 1.116 -3.168 -4.493
C 0.038 -2.461 -3.987
H 0.677 -2.365 -0.801
H 2.690 -3.644 -1.536
H 2.949 -4.160 -3.964
H 1.193 -3.372 -5.554
H -0.747 -2.095 -4.642
```

Charge: -1
2S+1: 1
Energy above the lowest of the compared OMol25 structures with the same formula, charge and spin, eV: 3.771
LUMO energy, eV: 2.39